Run P
18
Properties=species:S:1:pos:R:3:mulliken_charge:R:1 method="wB97M-V/def2-TZVPD" spin_multiplicity=1 homo_energy_ev=-13.89 smiles=N[C@H]([NH3+])CC(O)O total_charge=+1
N -2.223 -0.367 0.113 -0.65
C -0.834 -0.191 0.510 -0.19
N -0.622 1.323 0.487 -0.38
C 0.137 -0.777 -0.600 -0.90
C 1.580 -0.431 -0.251 0.16
O 1.795 -0.710 1.082 -0.52
O 1.810 0.969 -0.467 -0.56
H -2.374 -1.365 0.038 0.28
H -2.510 0.158 -0.706 0.24
H -0.683 -0.416 1.540 0.45
H -1.136 1.701 1.287 0.37
H -1.152 1.726 -0.348 0.38
H 0.495 1.638 0.456 0.40
H -0.114 -0.482 -1.561 0.37
H 0.115 -1.806 -0.749 0.54
H 2.151 -1.163 -0.928 0.31
H 2.763 -0.780 1.290 0.36
H 2.613 1.249 -0.120 0.32

***

Run Q
18
Properties=species:S:1:pos:R:3:mulliken_charge:R:1 method="wB97M-V/def2-TZVPD" spin_multiplicity=1 homo_energy_ev=-13.80 total_charge=+1
N -0.574 1.831 -0.466 -0.20
C -0.959 0.597 0.313 -1.03
C -0.341 -0.571 -0.481 0.75
N -0.104 -1.702 0.191 -0.15
C -0.645 -2.024 1.506 -0.88
O 0.014 -0.338 -1.618 -0.63
H -1.009 1.795 -1.368 0.35
H 0.452 1.794 -0.494 0.33
H -0.910 2.647 0.046 0.35
H -0.673 0.705 1.351 0.43
H -2.046 0.502 0.348 0.48
H 0.460 -2.358 -0.331 0.26
H -0.940 -3.063 1.472 0.33
H -1.548 -1.465 1.730 0.33
H 0.103 -1.896 2.276 0.30
H 2.916 1.049 -0.211 0.31
H 2.610 1.993 0.935 0.30
O 2.175 1.449 0.264 -0.63

***

Which of them is most stable, and which least? Most stable: run Q; least stable: run P.

***

Run P
60
Properties=species:S:1:pos:R:3:mulliken_charge:R:1 method="wB97M-V/def2-TZVPD" spin_multiplicity=1 homo_energy_ev=-8.75 smiles="CCCCCC(=O)N1C[C@@]2(CC(c3cccc(NC(=O)CC)c3)=NO2)C[C@H]1C(N)=O"
C 6.888 4.768 -0.966 -1.49
C 6.867 3.425 -0.327 -1.14
C 5.531 2.850 -0.624 -0.67
C 5.307 1.390 0.100 -1.20
C 3.942 0.559 -0.310 -1.35
C 3.762 -0.673 0.624 0.77
O 4.572 -1.086 1.543 -0.84
N 2.731 -1.336 0.153 0.10
C 1.602 -1.017 -0.701 -1.32
C 0.382 -1.513 0.069 2.13
C -0.865 -1.890 -0.725 -0.70
C -1.844 -1.086 -0.133 0.28
C -3.135 -1.122 -0.633 0.39
C -3.621 -1.652 -1.854 -0.38
C -4.926 -1.736 -2.112 -0.66
C -5.973 -1.068 -1.297 -0.33
C -5.454 -0.251 -0.258 0.30
N -6.409 0.202 0.616 -0.05
C -7.679 0.663 0.512 0.47
O -8.357 0.051 -0.619 -0.67
C -8.308 1.307 1.874 -0.68
C -7.953 2.805 1.462 -1.26
C -4.146 -0.656 0.155 -0.52
N -1.476 -0.536 1.019 -0.95
O -0.093 -0.639 0.811 -0.26
C 0.934 -2.845 0.641 -1.62
C 2.537 -2.804 0.856 -0.47
C 3.407 -3.745 0.243 0.33
N 4.728 -3.792 0.820 -0.47
O 2.919 -4.624 -0.240 -0.49
H 5.972 5.457 -0.679 0.26
H 7.828 5.327 -0.820 0.40
H 6.899 4.613 -1.834 0.58
H 7.563 2.867 -0.431 0.96
H 6.798 3.534 0.682 0.38
H 5.329 2.519 -1.575 0.44
H 4.681 3.353 -0.160 0.34
H 6.087 0.804 -0.236 0.53
H 5.539 1.632 1.103 0.60
H 3.675 0.628 -1.181 1.02
H 3.122 1.429 0.122 0.27
H 1.866 -1.519 -1.610 0.32
H 1.529 0.126 -0.796 0.43
H -0.909 -3.155 -0.892 0.28
H -0.439 -1.758 -1.852 0.38
H -2.953 -2.316 -2.548 0.22
H -5.247 -2.134 -3.077 0.34
H -6.949 -1.116 -1.730 0.44
H -6.047 0.726 1.363 0.21
H -9.489 1.136 1.602 0.26
H -7.998 0.769 2.595 0.51
H -8.503 3.479 2.334 0.26
H -8.216 3.057 0.650 0.57
H -6.995 2.977 1.722 0.43
H -3.662 -0.065 1.056 0.28
H 0.944 -3.765 0.204 0.63
H 0.469 -3.155 1.583 0.43
H 2.796 -2.404 2.061 0.44
H 5.337 -4.314 0.459 0.19
H 5.101 -2.682 1.186 0.36

***

Run Q
60
Properties=species:S:1:pos:R:3:mulliken_charge:R:1 method="wB97M-V/def2-TZVPD" spin_multiplicity=1 homo_energy_ev=-6.98
C -0.489 -2.546 0.119 -0.98
H -1.044 -2.008 0.718 0.59
O 0.845 -1.791 -0.150 0.03
C 1.489 -1.786 1.039 -0.92
C 2.393 -3.125 1.143 0.02
H 1.753 -3.964 1.224 0.23
C 3.441 -3.063 0.468 -1.07
N 4.450 -1.861 0.484 -0.17
C 4.691 -0.832 -0.320 0.50
O 4.333 -0.826 -1.362 -0.48
C 5.619 0.394 0.377 -0.79
H 5.565 0.249 1.347 0.68
H 6.713 -0.204 -0.103 0.29
C 5.293 1.689 -0.066 -1.17
H 5.957 2.315 0.182 0.66
C 3.804 1.877 0.554 0.24
O 3.735 2.242 1.576 -0.41
N 2.859 1.482 -0.352 -0.05
C 1.613 1.617 -0.308 0.27
C 0.718 0.954 -1.104 -0.19
C -0.689 0.794 -1.178 0.23
C -1.385 1.420 0.229 0.10
N -2.596 1.344 0.355 -0.27
C -3.420 0.688 -0.419 0.72
N -4.711 0.816 -0.590 -0.17
C -5.514 -0.371 -0.830 -0.96
H -6.578 -0.135 -0.965 0.35
H -5.223 -0.648 -1.799 0.51
C -5.773 -1.543 0.346 -0.40
O -6.101 -1.039 1.543 -0.44
C -5.269 0.133 1.893 -0.41
H -4.308 -0.410 2.008 0.35
C -5.136 1.203 0.948 -0.88
H -6.173 1.491 0.751 0.37
H -4.486 1.842 1.276 0.69
H -5.674 0.573 2.918 0.26
H -4.675 -1.970 0.180 0.04
H -6.421 -2.246 0.205 0.62
C -2.842 0.140 -1.778 -0.10
C -1.600 0.296 -1.953 0.60
C -0.826 -0.481 -3.144 -2.10
H -1.819 -0.804 -3.666 0.43
H -0.243 -1.186 -3.033 0.55
H -0.488 0.240 -3.870 0.50
H -3.582 -0.298 -2.596 -0.09
C -0.311 1.894 1.035 -1.49
C 0.970 1.943 0.939 -0.27
H 1.628 2.381 1.686 0.59
H -0.930 2.452 1.816 0.18
H 1.107 0.553 -2.036 0.31
H 3.227 1.083 -1.310 0.35
H 5.318 1.693 -1.243 0.16
H 5.041 -1.812 1.441 0.26
H 4.118 -3.984 0.415 0.30
H 3.271 -2.813 -0.590 0.36
H 2.795 -2.819 2.526 0.21
H 0.739 -1.683 1.855 0.45
H 1.946 -0.836 1.007 0.44
H -0.974 -2.483 -0.928 0.15
H -0.266 -3.582 0.699 0.20

***

Which of them is most stable, and which least? Most stable: run P; least stable: run Q.

***

Run P
19
Properties=species:S:1:pos:R:3:mulliken_charge:R:1 method="wB97M-V/def2-TZVPD" spin_multiplicity=1 homo_energy_ev=-12.16 total_charge=+1
N -1.055 -2.065 -0.488 -0.22
C -1.350 -0.485 -0.478 -0.77
C -0.166 0.386 -0.057 -0.47
S -0.565 2.077 0.467 -0.03
S 1.263 2.927 0.855 -0.17
H -1.052 -2.334 0.454 0.37
H 1.768 -3.152 -3.223 0.34
H -1.869 -2.538 -0.929 0.38
H -2.116 -0.312 0.255 0.45
H -1.853 -0.337 -1.488 0.34
H 0.183 0.047 0.946 0.33
H 0.628 0.271 -0.830 0.40
H 1.631 2.324 1.969 0.16
H -0.616 -4.432 1.585 0.27
H 0.357 -3.451 2.199 0.31
O -0.347 -3.589 1.470 -0.61
H 1.435 -1.735 -3.527 0.30
H -0.204 -2.284 -1.048 0.26
O 1.225 -2.295 -2.830 -0.65

***

Run Q
19
Properties=species:S:1:pos:R:3:mulliken_charge:R:1 method="wB97M-V/def2-TZVPD" spin_multiplicity=1 homo_energy_ev=-12.29 total_charge=+1
N -1.321 0.334 0.933 -0.26
C -0.035 -0.482 0.764 -0.47
C 0.664 -1.056 1.937 -0.54
S 2.212 -0.366 2.473 -0.03
S 2.587 1.351 1.326 -0.25
H -1.965 -0.098 1.599 0.39
H 0.895 2.187 -2.775 0.31
H -1.111 1.304 1.171 0.36
H 0.569 0.197 0.132 0.35
H -0.416 -1.351 0.197 0.25
H 0.123 -1.367 2.854 0.37
H 1.080 -2.067 1.711 0.31
H 3.350 0.864 0.279 0.21
H -1.052 -0.976 -2.805 0.30
H -2.563 -0.602 -2.393 0.28
O -1.641 -0.633 -2.130 -0.57
H 0.047 0.940 -2.997 0.28
H -1.820 0.314 0.035 0.29
O 0.396 1.508 -2.312 -0.58

***

Which of them is most stable, and which least? Most stable: run Q; least stable: run P.

***

Run P
28
Properties=species:S:1:pos:R:3:mulliken_charge:R:1 method="wB97M-V/def2-TZVPD" spin_multiplicity=1 homo_energy_ev=-11.90 smiles="CC1=CC=C[C@@H]2C1=CC=[N+](C)[C@@H]2N" total_charge=+1
C -2.576 1.176 -1.722 -1.66
C -2.051 0.776 -0.348 0.97
C -2.918 0.481 0.629 -0.45
C -2.358 -0.017 1.829 -0.70
C -1.008 -0.215 2.001 -1.02
C 0.016 0.202 1.037 1.03
C -0.602 0.654 -0.246 0.39
C 0.263 1.065 -1.219 -1.05
C 1.614 0.703 -1.150 -0.24
N 2.131 -0.146 -0.225 -0.03
C 3.565 -0.669 -0.376 -0.93
C 1.301 -0.802 0.859 -0.54
N 1.056 -2.135 0.593 -0.46
H -2.304 0.396 -2.478 0.36
H -2.238 2.213 -1.930 0.35
H -3.673 1.183 -1.841 0.38
H -3.965 0.574 0.429 0.44
H -3.144 -0.454 2.483 0.32
H -0.751 -0.765 2.883 0.41
H 0.451 1.226 1.402 0.37
H -0.010 1.670 -2.025 0.48
H 2.304 1.060 -1.909 0.47
H 3.474 -0.995 -1.447 0.39
H 3.669 -1.560 0.288 0.37
H 4.362 0.088 -0.229 0.28
H 1.991 -0.658 1.687 0.60
H 0.646 -2.263 -0.309 0.22
H 0.754 -2.786 1.330 0.25

***

Run Q
28
Properties=species:S:1:pos:R:3:mulliken_charge:R:1 method="wB97M-V/def2-TZVPD" spin_multiplicity=1 homo_energy_ev="-11.51 / -11.51" total_charge=+1
C -1.441 -0.442 -2.681 -1.45
C -1.098 0.065 -1.324 0.61
C -2.254 0.269 -0.492 -0.54
N -3.327 0.586 -1.505 -0.64
N 0.234 0.124 -0.844 0.21
C 1.277 0.130 -1.820 -0.36
C 2.430 -0.062 -1.186 -0.84
C 2.293 -0.060 0.221 0.67
C 3.163 -0.193 1.270 -0.83
C 2.674 0.137 2.637 -0.79
C 1.276 -0.524 2.755 -0.79
C 0.356 -0.329 1.628 -0.55
C 0.874 -0.008 0.433 0.67
H -2.139 -1.191 -2.508 0.48
H -0.674 -0.935 -3.227 0.53
H -2.049 0.268 -3.197 0.38
H -2.519 -0.681 -0.007 0.34
H -2.264 1.048 0.240 0.42
H -4.270 0.571 -1.090 0.23
H -3.133 1.491 -2.031 0.21
H 1.056 0.398 -2.889 0.48
H 3.552 -0.185 -1.558 0.31
H 4.123 -0.366 1.053 0.55
H 3.482 -0.270 3.229 0.36
H 2.599 1.240 2.868 0.30
H 0.951 -0.086 3.721 0.39
H 1.293 -1.709 3.052 0.27
H -0.670 -0.345 1.999 0.37

***

Which of them is most stable, and which least? Most stable: run P; least stable: run Q.